<w>
Entry from OMol25: one molecule with the formula C7H12N2O (wB97M-V/def2-TZVPD).

frontier orbital gap = 9.56 eV
HOMO = -8.82 eV
structure (SMILES) = C[C@H]1C[C@@]2(C)N[C@@]12C(N)=O

CARTESIAN COORDINATES (ANGSTROEM)
H -0.4569 3.4538 0.0123
C 0.2182 1.4219 0.0638
N 0.2914 0.7236 -1.2163
H 2.1040 -2.1207 -0.2240
H 2.4206 1.7070 0.1066
C -1.1393 -0.8787 0.2827
C 1.5992 1.2891 0.7050
C 0.0760 -0.0760 -0.0008
C 1.4395 -0.2641 0.6713
C 2.4797 -1.1026 -0.0448
H 2.7436 -0.6538 -1.0126
H -1.7581 2.2494 -0.1556
O -1.4978 -1.1134 1.4474
H -0.5776 0.8637 -1.7274
C -0.8087 2.4687 0.3522
H 3.3951 -1.1789 0.5597
H 1.6402 1.6912 1.7244
H -2.1116 -2.5205 -0.2591
H -1.9842 -1.1951 -1.5253
H 1.2782 -0.6385 1.6904
H -0.9957 2.5262 1.4327
N -1.6721 -1.6525 -0.6802

---

<x>
Entry from OMol25: a 2-piece molecular cluster, C7H12N2O overall (wB97M-V/def2-TZVPD).

frontier orbital gap (alpha / beta) = 7.79 / 7.20 eV
HOMO (alpha / beta) = -7.01 / -6.44 eV

CARTESIAN COORDINATES (ANGSTROEM)
C 2.7666 0.5292 -1.2302
H 0.2551 -1.4872 1.5945
H -1.1655 -2.1610 -0.5669
C -2.6338 0.5919 0.0478
H 3.2124 0.1079 -2.1795
H -2.3609 -1.2571 -2.5779
C 1.2884 -1.1519 1.6752
C -2.8325 0.4811 -1.3578
H 0.6490 1.8389 0.1571
H -2.7805 1.2662 0.8121
C 1.5717 -0.0460 0.6447
C -1.8443 -1.3065 -0.6135
H 2.1832 1.4429 -1.2237
H 2.0546 1.9922 1.2247
H 1.8202 -2.0444 1.5202
H 0.4073 1.3190 1.7974
N -2.2759 -0.6988 -1.7632
C 1.0997 1.3385 0.9903
H -3.4187 1.0747 -1.9334
H 1.5858 -0.9025 2.7859
N -1.9854 -0.5719 0.4852
O 2.4034 -0.3551 -0.2888

---

<y>
Entry from OMol25: one molecule with the formula C7H12N2O (wB97M-V/def2-TZVPD).

frontier orbital gap = 9.66 eV
HOMO = -9.35 eV
structure (SMILES) = [H]/N=C(/C=O)NC(=C)C(C)C

CARTESIAN COORDINATES (ANGSTROEM)
H 1.6257 -1.3439 -0.5595
H -1.7373 0.7615 -0.6086
N -2.4410 -1.5879 -1.3939
C 1.4906 -0.3271 -0.9156
H -2.9400 -0.8149 -1.8232
H 1.0098 2.7426 0.6048
H 1.8522 0.4428 1.0540
C -0.8710 -2.3957 0.1321
O -0.0931 -2.3219 1.0403
H 2.2580 2.2781 -0.5562
H 0.1753 0.9681 2.7691
H 0.7133 -0.3253 -1.6747
H -1.1580 -3.3494 -0.3288
C -0.5703 0.6579 2.0595
C -1.5791 -1.2577 -0.5162
N -1.2703 0.0078 -0.1191
H 2.4195 -0.0055 -1.3828
H 0.5651 2.2620 -1.0408
C -0.2549 0.3794 0.8052
C 1.2488 2.0644 -0.2142
C 1.1368 0.6038 0.2432
H -1.5800 0.5611 2.4256

---

Decreasing stability: <y>, <w>, <x>

---

<w>
Entry from OMol25: CH2N2P2 as an isolated structure (wB97M-V/def2-TZVPD).

frontier orbital gap = 9.17 eV
HOMO = -9.55 eV

CARTESIAN COORDINATES (ANGSTROEM)
H 0.2892 0.5326 -1.9594
P -0.8876 -0.2753 0.0541
N -0.6010 -0.5275 1.5439
H -2.0304 -0.7606 -0.5370
N 1.1329 0.1113 1.5814
P 1.7181 0.6048 0.2294
C 0.3788 0.3147 -0.9124

---

<x>
Entry from OMol25: one molecule with the formula CH2N2P2 (wB97M-V/def2-TZVPD).

frontier orbital gap (alpha / beta) = 6.48 / 6.49 eV
HOMO (alpha / beta) = -7.65 / -7.65 eV

CARTESIAN COORDINATES (ANGSTROEM)
H -0.1990 1.4939 0.7041
P -0.7971 1.0635 -0.5073
C -0.4658 -1.1572 -0.6201
H 0.4654 -1.2279 -1.0393
N -1.2245 -1.9149 -0.2004
P -3.5138 -0.1584 0.1323
N -2.2419 0.7323 0.0629

---

Decreasing stability: <x>, <w>

---

<w>
Entry from OMol25: a 2-piece molecular cluster, CH5OP overall (wB97M-V/def2-TZVPD).

frontier orbital gap = 10.03 eV
HOMO = -9.28 eV

CARTESIAN COORDINATES (ANGSTROEM)
H -0.7737 -0.7503 -1.2861
H 0.0118 -0.7252 0.8484
H -2.1180 1.2071 0.2705
O 1.5698 -0.6880 -0.5584
H 2.1878 -1.2850 -0.1825
H -0.2223 1.3048 1.1307
C 0.0955 -0.4084 -0.1234
P -0.7509 1.3451 -0.0992

---

<x>
Entry from OMol25: one molecule with the formula CH5OP (wB97M-V/def2-TZVPD).

frontier orbital gap = 10.51 eV
HOMO = -9.63 eV
structure (SMILES) = OCP

CARTESIAN COORDINATES (ANGSTROEM)
H -1.5262 -0.5233 -1.1275
H 0.5862 0.9709 -0.9392
H -1.8959 0.7526 0.3838
C 0.4666 0.2958 0.0496
H 1.4846 -1.2656 0.6255
P -1.2375 -0.4554 0.2281
O 1.4398 -0.6932 -0.1470
H 0.6824 0.9182 0.9267

---

Decreasing stability: <x>, <w>

---

<w>
Entry from OMol25: a 2-piece molecular cluster, CH5OP overall (wB97M-V/def2-TZVPD).

frontier orbital gap = 8.95 eV
HOMO = -9.42 eV
structure (SMILES) = [H][H].CP=O

CARTESIAN COORDINATES (ANGSTROEM)
H 0.3295 2.7403 -3.3115
C 1.1379 0.0353 -0.8093
O 0.4054 -2.3206 -1.5882
P 0.0915 -0.9589 -1.9676
H 1.8699 -0.7437 -0.5163
H 1.7681 0.8980 -1.2217
H 0.5167 0.3075 0.0522
H 0.7458 2.6108 -3.9459

---

<x>
Entry from OMol25: a 2-piece molecular cluster, CH5OP overall (wB97M-V/def2-TZVPD).

frontier orbital gap (alpha / beta) = 9.53 / 7.53 eV
HOMO (alpha / beta) = -9.82 / -8.06 eV

CARTESIAN COORDINATES (ANGSTROEM)
H 0.8068 1.4664 -0.6338
O 2.4097 -0.3796 -0.0976
P 1.1306 0.2582 -0.0546
C -0.2954 -0.7950 -0.0278
H -0.8747 -0.8544 -0.8748
H 0.6896 1.6942 2.2065
H -0.9206 -0.3564 0.7196
H 0.0942 -1.8093 0.2882

---

<y>
Entry from OMol25: one molecule with the formula CH5OP (wB97M-V/def2-TZVPD).

frontier orbital gap = 11.22 eV
HOMO = -10.31 eV
structure (SMILES) = C[PH2]=O

CARTESIAN COORDINATES (ANGSTROEM)
H -0.9136 -0.2895 -1.2521
P 0.6083 0.5393 0.3237
H 1.5155 0.8934 -0.8713
H -1.5372 -0.6251 0.4243
H -0.5347 -1.5594 -0.5329
H 1.5187 -0.1879 1.2863
C -0.6666 -0.5171 -0.2950
O 0.0096 1.7463 0.9170

---

Decreasing stability: <y>, <w>, <x>

---

<w>
Entry from OMol25: a 2-piece molecular cluster, CH4Br2Si overall (wB97M-V/def2-TZVPD).

frontier orbital gap (alpha / beta) = 7.50 / 6.82 eV
HOMO (alpha / beta) = -9.59 / -9.31 eV

CARTESIAN COORDINATES (ANGSTROEM)
H 2.1699 0.4369 0.0079
C -0.5085 0.6923 -0.5619
Br -1.3876 2.1362 0.0400
H 1.2043 -1.3701 -0.2704
H -0.6464 0.3384 -1.5748
H 0.4056 -0.5281 1.6958
Br -2.1297 -1.5132 0.2759
Si 0.8924 -0.1924 0.3875

---

<x>
Entry from OMol25: one molecule with the formula CH4Br2Si (wB97M-V/def2-TZVPD).

frontier orbital gap = 10.55 eV
HOMO = -10.03 eV
structure (SMILES) = C[SiH](Br)Br

CARTESIAN COORDINATES (ANGSTROEM)
C 0.0280 1.0504 0.3605
H 1.0688 1.3371 0.4540
Br 1.7292 -1.7345 0.3709
H -0.5643 1.7993 -0.3341
H -1.4959 -1.2465 0.3986
Br -0.2624 -1.1887 -2.4298
H -0.2790 0.9459 1.3813
Si -0.2246 -0.9630 -0.2014

---

Decreasing stability: <x>, <w>

---

<w>
Entry from OMol25: one molecule with the formula C20H35NOS (wB97M-V/def2-TZVPD).

frontier orbital gap = 8.79 eV
HOMO = -8.01 eV
structure (SMILES) = CCCCCCCCN[C@H](C)[C@@H](O)c1ccc(SC(C)C)cc1

CARTESIAN COORDINATES (ANGSTROEM)
H 6.0439 -5.3274 0.6720
C -2.6948 0.2064 0.8635
C 5.2630 -4.8052 1.2213
S 3.6395 -2.6615 1.5512
C 2.3521 1.0501 0.8059
H -6.9994 -1.5916 1.3685
C -6.1348 -1.0043 -0.5215
H -8.1483 -0.8671 0.2428
H -1.6518 3.6238 -1.1718
H -4.0497 -1.3421 -0.8953
H -4.7438 0.5415 1.4000
C 2.5609 1.2384 -0.5566
C 6.2357 -2.5623 0.6090
H 1.0785 1.3358 -3.5435
H 4.6355 -3.5861 -0.4325
H -2.7468 1.6424 2.4569
H 6.5817 -2.4312 1.6322
C 3.1492 0.2104 -1.2822
C 2.1283 2.5130 -1.2486
H -3.3018 3.0115 0.5307
H -0.0427 1.4561 -0.0731
H 0.6010 0.2998 -2.1922
C -7.1288 -0.8143 0.6183
C 0.4161 1.2522 -2.6861
H 1.9243 1.8443 1.3987
C -4.1777 0.2761 0.5056
H 1.4584 3.6767 0.1135
H -6.2520 -0.1931 -1.2441
C -4.6812 -1.0545 -0.0502
H -1.1352 1.3096 1.8398
C 3.4972 -0.9852 -0.6811
H -2.1141 -0.0038 -0.0372
C 3.2798 -1.1654 0.6780
O 2.2611 3.6464 -0.4288
H -4.3429 1.0560 -0.2404
H 5.5832 -4.6834 2.2537
H -2.0903 1.9132 -1.2939
C 0.6504 2.4130 -1.7172
H -6.9950 0.1523 1.0970
H 3.9329 -1.7675 -1.2832
C -1.5683 2.6545 -0.6685
H 4.3609 -5.4126 1.2106
H -1.7936 3.5606 1.2589
H 7.0331 -3.0218 0.0272
H 0.4152 3.3574 -2.2249
C -2.2558 2.7480 0.6947
H -4.5778 -1.8284 0.7142
C 2.7087 -0.1343 1.4175
H 2.7716 2.6835 -2.1195
C 5.0024 -3.4479 0.5874
H 2.5471 -0.2754 2.4755
H -2.5384 -0.6327 1.5468
H -0.6104 1.2659 -3.0460
H 6.0219 -1.5810 0.1898
C -2.1732 1.4743 1.5418
N -0.1560 2.3662 -0.5099
H -6.3655 -1.9400 -1.0367
H 3.3368 0.3408 -2.3384

---

<x>
Entry from OMol25: one molecule with the formula C20H35NOS (wB97M-V/def2-TZVPD).

frontier orbital gap = 8.69 eV
HOMO = -7.89 eV
structure (SMILES) = CCCCCCCCN[C@H](C)[C@@H](O)c1ccc(SC(C)C)cc1

CARTESIAN COORDINATES (ANGSTROEM)
H -0.8330 2.0282 0.2112
H -2.3643 1.9564 -1.7482
C 0.1856 -4.0445 -3.8099
H -2.6697 3.7107 -0.0256
N -0.5821 -1.8485 -2.8717
H 0.5392 1.3116 -2.4263
H 2.1985 1.3587 2.5341
C 1.9918 0.0540 4.2549
S -0.1504 0.9150 2.7377
H 0.2413 5.9476 0.5869
H 1.3457 -2.5642 -2.7592
C -1.3169 2.2437 -1.8671
C 1.2529 -1.8537 0.1078
H -1.9242 5.2452 1.6552
H -1.5345 4.8210 -0.7923
C 1.2358 -0.8220 1.0285
H -0.5842 -1.2466 -4.9247
H 0.7841 -0.7174 -3.9250
H 1.9824 -0.8756 3.6894
C 0.1887 5.1440 1.3187
H -0.8328 -4.1228 -1.3133
C 0.1257 -3.5767 -1.3277
C -1.6183 4.0056 -0.0692
H -0.8343 -4.4264 -3.8288
C 1.4773 2.5196 4.1914
C -1.0140 0.4229 -3.6144
C -0.5087 1.0270 -2.3070
C 0.0291 -0.3976 1.5663
C 1.5423 1.2245 3.3971
C -1.1255 -2.0342 0.2337
C 0.0801 -2.4721 -0.3006
H 1.1395 3.3381 3.5609
H 3.0025 0.2272 4.6213
H 2.1679 -0.3566 1.3076
H -2.0896 -0.6701 1.5730
C -1.1533 -1.0104 1.1568
C -0.7979 2.8108 -0.5486
H 0.4254 -3.6358 -4.7888
H 0.9555 4.4118 1.0788
H 0.4096 5.5621 2.2991
H -1.2717 3.0151 -2.6405
C -1.1958 4.5061 1.3123
H -2.0863 0.2314 -3.5338
H 1.3265 -0.0572 5.1086
H 1.1502 -4.7819 -0.1926
H -1.5395 -2.1757 -2.9452
H 0.7843 2.4171 5.0237
C 0.3265 -2.9647 -2.7330
H -2.0500 -2.4995 -0.0748
H 2.1950 -2.1867 -0.3027
H -1.2155 3.6695 2.0142
H -0.8580 1.1213 -4.4392
H 2.4623 2.7627 4.5852
H -0.5571 0.2577 -1.5350
O 1.1924 -4.4789 -1.1059
C -0.2953 -0.8920 -3.9202
H 0.2449 3.1053 -0.6778
H 0.8637 -4.8643 -3.5931

---

Decreasing stability: <w>, <x>